No. 1
DFT (ωB97M-V with the def2-TZVPD basis set) results for an isolated ion of composition C7H14N and charge +1 in a non-equilibrium geometry.

Geometry as ORCA input:
```
! RIJCOSX wB97M-V def2-TZVPD def2/J DEFGRID3
* xyz 1 1
H 1.48745 1.52406 -0.13427
C -2.41336 1.08147 -0.39016
C -1.74114 -0.82148 1.01753
H -2.41747 -0.41389 1.67395
H 0.55085 -1.95301 -0.37523
H 2.80641 -1.54298 -1.55779
H -0.11882 0.66785 -1.64888
H -2.09574 1.81215 -1.01210
C -0.30099 -0.01453 -0.80743
H -2.80205 1.57692 0.47249
C 2.12349 -0.70901 -1.18781
C 1.74624 0.89795 0.79336
H -2.19950 -1.69138 0.63270
C 0.77247 -0.96820 -0.60178
H -0.86946 -1.02711 1.72976
H 2.41688 -0.99000 0.99815
H 2.62954 1.18615 1.30624
H -3.25697 0.58472 -0.77328
C -1.40054 0.11910 -0.09460
N 1.91862 -0.42244 0.24982
H 2.07733 0.21378 -1.86781
H 1.08673 0.88987 1.57713
*
```

**Highest occupied orbital energy**: -13.50 eV
**Largest force on an atom**: 3.96 eV/Å
**Kohn-Sham gap**: 10.329 eV
**E_LUMO**: -3.2 eV
**Energy**: -329.53763 a.u.
**SMILES**: CC(C)=C[C@H]1C[N@H+]1C

No. 2
DFT (ωB97M-V with the def2-TZVPD basis set) results for C5H9NO2 as an isolated structure in a non-equilibrium geometry.

Geometry as ORCA input:
```
! RIJCOSX wB97M-V def2-TZVPD def2/J DEFGRID3
* xyz 0 1
H -3.57186 -0.16723 0.54242
H 0.94149 -1.83650 0.59942
C 2.41347 -0.01822 0.17699
O -1.53286 -0.33320 -0.65958
H -1.65113 0.14670 1.41562
C 0.38226 1.18172 -0.32351
H 3.37903 -0.18213 -0.17604
C -2.24423 -0.48224 0.61708
H -2.04697 -1.65045 0.78839
C -1.05570 0.96691 -0.84511
N 1.30639 0.20364 -0.62808
H 1.77169 -1.96049 -1.00400
O 0.61660 2.08087 0.44773
C 1.52460 -1.21583 -0.23008
H -1.08830 1.41963 -1.87006
H -1.63730 1.75222 -0.14877
H 2.49282 0.09460 1.29759
*
```

**Highest occupied orbital energy**: -9.57 eV
**Largest force on an atom**: 4.50 eV/Å
**Kohn-Sham gap**: 10.412 eV
**E_LUMO**: 0.8 eV
**Energy**: -400.99981 a.u.

Among the records above, which one has the highest energy? C7H14N

The highest largest force on an atom belongs to which entry? C5H9NO2

What did the second record say?
DFT (ωB97M-V with the def2-TZVPD basis set) results for C5H9NO2 as an isolated structure in a non-equilibrium geometry.

Geometry as ORCA input:
```
! RIJCOSX wB97M-V def2-TZVPD def2/J DEFGRID3
* xyz 0 1
H -3.57186 -0.16723 0.54242
H 0.94149 -1.83650 0.59942
C 2.41347 -0.01822 0.17699
O -1.53286 -0.33320 -0.65958
H -1.65113 0.14670 1.41562
C 0.38226 1.18172 -0.32351
H 3.37903 -0.18213 -0.17604
C -2.24423 -0.48224 0.61708
H -2.04697 -1.65045 0.78839
C -1.05570 0.96691 -0.84511
N 1.30639 0.20364 -0.62808
H 1.77169 -1.96049 -1.00400
O 0.61660 2.08087 0.44773
C 1.52460 -1.21583 -0.23008
H -1.08830 1.41963 -1.87006
H -1.63730 1.75222 -0.14877
H 2.49282 0.09460 1.29759
*
```

**Highest occupied orbital energy**: -9.57 eV
**Largest force on an atom**: 4.50 eV/Å
**Kohn-Sham gap**: 10.412 eV
**E_LUMO**: 0.8 eV
**Energy**: -400.99981 a.u.

The highest highest occupied orbital energy belongs to which entry? C5H9NO2